Molecular formula: CHI2PS
Method: DFT, ωB97M-V with the def2-TZVPD basis set

Atoms and positions in Å:
1 C -0.358 -0.201 0.083
2 P 1.496 0.104 0.074
3 S 2.002 0.757 -1.668
4 I -0.971 1.633 1.097
5 I -0.850 -1.986 1.305
6 H -1.319 -0.308 -0.891

As for the orbital gap: 0.2829 hartree. Its energy relative to the best compared isomer or geometry (same formula, charge and spin) is 18.8 kcal per mole. The calculation puts the HOMO energy at -9.279 eV. The calculation puts the largest force on an atom at 4.69 eV/Å. The calculation puts the electronic energy at -1373.57638 a.u.